# 1
The following is a DFT calculation (ωB97M-V/def2-TZVPD) of a molecular structure, C27H29HgN9.

Summary:
Orbital gap (spin up / spin down) in eV: 3.701 / 6.919
Charge: -1
HOMO (spin up / spin down) in eV: -1.0202 / -4.2384
E_tot in Ha: -1692.37935
Multiplicity: 2
Energy relative to the best compared isomer or geometry (same formula, charge and spin) in eV: 0.010
⟨S²⟩: 0.78

```
66
Properties=species:S:1:pos:R:3:forces:R:3:mulliken_charge:R:1
Hg 0.779323 -0.174158 0.678975 -0.4 0.3 -0.2 0.92
C 1.712927 -4.785253 1.621564 -0.3 0.0 0.3 -0.83
C 0.783600 -4.977918 2.702904 0.3 0.0 -0.3 -0.45
C -0.011548 -3.939496 3.092795 0.0 0.1 0.0 -0.78
C 0.052418 -2.664902 2.460233 0.3 -0.2 -0.2 0.66
N 0.963047 -2.505271 1.391882 -0.4 0.0 0.3 0.23
C 1.727543 -3.542106 1.031461 -0.1 0.2 0.1 -0.86
C -0.783892 -1.551976 2.853892 0.0 0.0 0.1 0.85
C -1.747730 -1.663327 3.894738 0.0 0.0 0.0 -1.13
C -2.551279 -0.595583 4.251318 0.1 0.0 -0.1 -0.56
C -2.438823 0.637945 3.605349 0.1 -0.1 0.0 -0.71
C -1.482556 0.769619 2.591155 -0.1 -0.2 0.1 -0.41
C -0.667136 -0.285678 2.207403 0.2 -0.3 0.1 0.11
H 2.364728 -5.574096 1.269699 0.0 0.0 0.0 0.37
H 0.711511 -5.935893 3.206634 0.0 0.0 0.0 0.40
H -0.706040 -4.093672 3.910372 0.0 0.0 -0.1 0.26
H 2.409849 -3.349299 0.204519 0.0 0.0 0.0 0.41
H -1.867628 -2.598375 4.431342 0.0 0.1 0.0 0.27
H -3.276696 -0.723675 5.048398 0.0 0.0 0.0 0.35
H -3.070138 1.473332 3.887504 0.0 0.0 0.0 0.38
H -1.383408 1.729497 2.094547 0.0 0.0 0.0 0.36
N 4.957787 1.662338 3.997864 -0.1 -0.2 0.1 -0.77
N 4.293607 0.545271 3.498516 0.3 0.5 0.4 1.08
N 4.018957 -0.497694 4.235888 -0.1 -0.4 0.3 -0.78
C 3.329025 -1.238962 3.380515 -0.1 0.0 -0.2 -0.06
N 3.191107 -0.625602 2.183815 0.2 -0.1 0.2 0.12
N 3.823279 0.506715 2.289595 -0.1 0.1 -0.6 -0.64
H 5.951106 1.508629 3.886960 0.1 0.0 -0.1 0.25
H 4.674815 2.438329 3.412380 0.0 0.0 -0.1 0.31
H 2.904447 -2.204923 3.610084 0.0 0.1 0.0 0.46
C -2.664181 1.053869 -4.205343 0.0 0.0 0.0 -0.73
C -1.698483 1.615957 -3.179851 0.1 -0.1 0.1 -0.55
N -0.969853 0.507296 -2.603696 -0.2 -0.1 -0.1 -0.09
C -1.636082 -0.604862 -2.108972 -0.1 0.3 -0.2 0.25
N -1.054990 -1.308626 -1.218655 0.1 -0.3 0.1 -0.35
C -1.708483 -2.518827 -0.748710 0.0 0.2 0.0 0.00
C -3.219196 -2.388211 -0.791994 0.0 0.0 0.0 -0.87
C -3.647289 -2.004764 -2.195165 0.0 0.1 0.0 -0.76
N -2.864176 -0.881099 -2.692096 0.0 0.0 0.0 0.21
C -3.589751 0.076836 -3.508651 0.1 -0.1 0.1 -0.74
H -2.093056 0.539594 -4.981691 0.0 0.0 0.0 0.33
H -3.254892 1.845651 -4.670400 0.0 0.0 0.0 0.38
H -2.260263 2.189673 -2.427461 0.0 0.0 0.0 0.26
H -0.979072 2.294010 -3.638706 0.0 0.0 0.0 0.33
H -0.142754 0.733150 -2.065710 0.0 0.0 0.0 0.09
H -1.379358 -2.707413 0.270112 0.1 0.0 0.1 -0.24
H -1.386707 -3.379997 -1.349190 0.0 0.0 0.0 0.27
H -3.518190 -1.605776 -0.088908 0.0 0.0 0.0 0.31
H -3.705719 -3.319033 -0.494077 0.0 0.0 0.0 0.40
H -4.700984 -1.714512 -2.210367 0.0 0.0 0.0 0.47
H -3.538794 -2.861763 -2.869154 0.0 0.0 -0.1 0.24
H -4.304734 0.637668 -2.889180 0.0 0.0 0.0 0.33
H -4.177371 -0.480694 -4.241631 0.0 0.0 0.0 0.42
C 1.640065 1.116634 -0.733092 0.2 -0.1 0.2 -1.62
C 1.859290 2.173328 -1.294042 0.1 0.2 -0.3 0.61
C 2.112633 3.421740 -1.966374 0.0 -0.2 0.1 0.38
C 3.353231 3.688903 -2.549920 0.1 0.1 -0.1 -0.38
C 3.591718 4.894629 -3.197354 0.0 -0.1 0.1 -0.45
C 2.596335 5.859793 -3.276458 0.0 0.0 0.0 -0.37
C 1.357969 5.607079 -2.698979 0.0 -0.1 0.1 -0.55
C 1.118810 4.402878 -2.049839 0.0 0.1 0.0 -0.37
H 4.126914 2.934718 -2.490135 0.0 0.0 0.0 0.44
H 4.561357 5.081016 -3.641573 0.0 0.0 0.0 0.36
H 2.782385 6.798270 -3.784452 0.0 0.0 0.0 0.37
H 0.574425 6.353644 -2.749490 0.0 0.0 0.0 0.36
H 0.157044 4.205427 -1.591096 0.0 0.0 0.0 0.46
```
Forces are in eV/Å.

# 2
The following is a DFT calculation (ωB97M-V/def2-TZVPD) of a molecular structure, C27H29IrN2O.

Summary:
Orbital gap in eV: 7.984
Charge: +2
HOMO in eV: -14.4284
E_tot in Ha: -1334.90090
Energy relative to the best compared isomer or geometry (same formula, charge and spin) in eV: 0.000

```
60
Properties=species:S:1:pos:R:3:forces:R:3:mulliken_charge:R:1
Ir -0.208545 -0.390251 0.010043 0.2 -0.6 0.4 1.61
C 0.939095 -4.613707 1.340897 0.0 0.0 0.0 -1.57
C -0.193367 -3.664390 1.717860 0.0 0.0 0.0 0.92
C -1.421052 -4.478629 2.155700 0.0 0.0 0.0 -1.53
C -0.584565 -2.733482 0.586989 0.0 -0.1 -0.1 -0.01
C -1.728903 -1.886085 0.732027 0.0 0.0 0.2 -0.50
C -2.285424 -1.174997 -0.333531 -0.1 0.4 -0.4 -1.18
C -1.632470 -1.141395 -1.605031 0.1 -0.2 0.0 0.58
C -2.217498 -0.445053 -2.794060 0.0 0.1 0.0 -1.40
C -0.377511 -1.791663 -1.685179 -0.1 0.0 0.2 -0.82
C 0.091906 -2.644120 -0.626313 0.0 0.1 0.0 0.04
H 1.192779 -5.232698 2.200097 0.0 0.0 0.0 0.40
H 1.847769 -4.101316 1.024562 0.0 0.0 0.0 0.29
H 0.624669 -5.285675 0.539078 0.0 0.0 0.0 0.41
H 0.116401 -3.038170 2.563787 0.0 0.0 0.0 0.17
H -1.787641 -5.092251 1.331114 0.0 0.0 0.0 0.40
H -2.241384 -3.859138 2.516556 0.0 0.0 0.0 0.38
H -1.139881 -5.146016 2.968700 0.0 0.0 0.0 0.45
H -2.208777 -1.817377 1.699806 0.0 0.0 0.0 0.60
H -3.207048 -0.627970 -0.187721 0.0 0.0 0.0 0.57
H -1.861409 0.582321 -2.874219 0.0 0.0 0.0 0.19
H -3.303323 -0.422328 -2.718972 0.0 0.0 0.0 0.43
H -1.943760 -0.972127 -3.706130 0.0 0.0 0.0 0.45
H 0.188946 -1.725075 -2.604556 0.0 0.0 0.0 0.55
H 1.026050 -3.171474 -0.765806 0.0 0.0 0.0 0.49
C -1.629021 3.463954 -1.373556 0.1 0.0 0.0 -0.74
C -0.479141 3.974626 -1.963570 0.0 0.0 0.0 -1.04
C 0.704618 3.254575 -1.909573 0.0 0.0 0.0 -0.43
C 0.732449 2.014432 -1.274927 0.1 0.0 0.0 2.04
C -0.434810 1.481477 -0.710019 0.0 0.0 -0.1 -1.68
C -1.608974 2.218555 -0.749041 -0.1 0.0 0.0 -0.15
C 1.952356 1.237961 -1.029569 0.0 0.0 0.0 1.14
C 3.229686 1.610988 -1.482914 0.0 0.0 0.0 -1.23
C 4.310965 0.869552 -1.115330 0.0 0.0 0.0 -0.95
C 4.156714 -0.213550 -0.220574 0.0 0.0 0.0 0.84
C 5.266351 -0.938630 0.270215 0.0 0.0 0.0 -0.79
C 5.096052 -1.924823 1.198638 0.0 0.0 0.0 -0.96
C 3.802778 -2.212896 1.674519 0.0 0.0 0.0 -0.72
C 2.703483 -1.549432 1.195761 0.0 0.0 0.0 -0.52
C 2.856435 -0.544674 0.221998 0.0 0.0 0.0 0.07
N 1.771173 0.151233 -0.270254 -0.1 0.4 -0.2 0.22
H -2.548382 4.034042 -1.399109 0.0 0.0 0.0 0.51
H -0.503039 4.937727 -2.453964 0.0 0.0 0.0 0.43
H 1.597889 3.673977 -2.352524 0.0 0.0 0.0 0.48
H -2.515599 1.839983 -0.292937 0.0 0.0 0.0 0.43
H 3.338348 2.471543 -2.124766 0.0 0.0 0.0 0.48
H 5.301066 1.119348 -1.476137 0.0 0.0 0.0 0.50
H 6.252821 -0.683467 -0.095262 0.0 0.0 0.0 0.47
H 5.946120 -2.472380 1.580686 0.0 0.0 0.0 0.44
H 3.674242 -2.969500 2.438270 0.0 0.0 0.0 0.54
H 1.725153 -1.759566 1.601509 0.0 0.0 0.0 0.59
C 1.014674 1.126311 3.961524 0.0 0.0 0.0 -1.26
C 0.470683 1.285316 2.577400 0.0 0.0 0.2 0.78
N 0.403451 2.492350 2.056339 0.1 0.1 -0.1 -0.20
O 0.110110 0.235432 1.980268 0.0 -0.2 -0.2 -0.62
H 1.045012 2.064989 4.509096 0.0 0.0 0.0 0.47
H 2.028022 0.726651 3.882064 0.0 0.0 0.0 0.27
H 0.412671 0.400445 4.503077 0.0 0.0 0.0 0.30
H 0.693175 3.290196 2.598354 0.0 0.0 0.0 0.20
H 0.049687 2.641071 1.119964 0.0 0.0 0.0 0.17
```
Forces are in eV/Å.

# 3
The following is a DFT calculation (ωB97M-V/def2-TZVPD) of C27H29N2O2P in the gas phase in a non-equilibrium geometry.

Summary:
Orbital gap in eV: 9.963
HOMO in eV: -9.2621
E_tot in Ha: -1647.64830
SMILES: O=C(NCC1CC1)[C@@H]1C[C@H]1[C@@H](NP(=O)(c1ccccc1)c1ccccc1)c1ccccc1
Energy relative to the best compared isomer or geometry (same formula, charge and spin) in eV: 0.295

```
61
Properties=species:S:1:pos:R:3:forces:R:3:mulliken_charge:R:1
O -3.028803 -1.137279 -1.365628 0.1 -0.4 -0.1 -0.71
C -3.159321 -0.046336 -0.844964 0.1 0.4 0.0 0.07
N -4.286484 0.328104 -0.191793 -0.3 0.2 0.1 -0.17
C -5.354745 -0.610358 0.088739 0.0 -0.2 0.1 -1.04
C -5.292273 -1.118892 1.512096 0.0 0.1 -0.2 0.18
C -4.225315 -2.111130 1.869206 0.2 0.1 0.0 -0.52
C -5.657460 -2.542242 1.808837 -0.2 0.0 0.1 -0.69
C -2.092947 0.997699 -0.880147 0.1 -0.1 0.0 -0.17
C -1.056067 0.899362 -1.969261 0.0 -0.1 -0.1 -1.04
C -0.696638 0.512642 -0.575752 0.0 -0.1 0.1 0.38
C 0.291623 1.309872 0.262705 -0.4 0.1 0.1 -0.58
N 1.648778 0.867808 -0.018829 0.3 -0.3 0.0 -0.07
P 2.162428 -0.518701 0.786641 0.8 0.2 -0.8 1.31
O 1.678210 -0.551654 2.170021 -0.5 -0.2 0.6 -0.83
C 1.665061 -1.970754 -0.201223 0.1 0.5 0.4 0.07
C 2.117569 -2.143880 -1.502054 0.0 0.0 0.0 -0.17
C 1.654521 -3.208546 -2.252618 0.0 0.0 -0.2 -0.83
C 0.737534 -4.094154 -1.707614 0.0 -0.1 0.0 -0.42
C 0.286940 -3.922257 -0.409003 -0.1 -0.1 -0.1 -0.58
C 0.751217 -2.859250 0.344745 0.0 0.0 0.1 -0.35
C 3.971817 -0.407502 0.625342 -0.7 -0.1 0.0 0.37
C 4.724675 -1.571922 0.640347 0.0 -0.1 0.0 -0.44
C 6.105936 -1.500537 0.610267 0.1 -0.1 0.0 -0.71
C 6.732748 -0.265295 0.572080 0.0 0.0 0.0 -0.37
C 5.980244 0.898230 0.572318 0.1 0.1 0.0 -0.65
C 4.598639 0.828723 0.603139 0.0 0.1 0.0 -0.48
C 0.138649 2.798818 0.077900 0.0 0.0 0.1 -0.13
C -0.739369 3.496746 0.900030 0.1 0.0 -0.1 -0.32
C -0.939738 4.854784 0.731699 -0.1 0.1 0.0 -0.70
C -0.257922 5.538629 -0.260649 0.0 0.1 0.0 -0.49
C 0.627009 4.856038 -1.076154 0.0 0.0 -0.1 -0.77
C 0.822458 3.495373 -0.910190 0.0 0.0 0.1 -0.39
H -4.292562 1.197291 0.317316 0.1 0.0 -0.1 0.25
H -5.220453 -1.438813 -0.610003 -0.1 0.1 0.0 0.36
H -6.315830 -0.123528 -0.107510 0.1 -0.1 0.0 0.33
H -5.549061 -0.375025 2.258062 0.0 -0.1 0.1 0.38
H -3.748259 -2.032988 2.834196 0.0 0.0 0.1 0.27
H -3.564617 -2.432381 1.078852 0.0 0.0 -0.1 0.20
H -5.966512 -3.166799 0.984986 0.0 0.0 -0.1 0.24
H -6.172228 -2.755943 2.733261 0.0 0.0 0.1 0.28
H -2.372255 1.985166 -0.536447 0.1 0.0 0.0 0.58
H -1.189638 0.107517 -2.691168 -0.1 -0.1 0.0 0.33
H -0.674328 1.826134 -2.370794 0.0 0.1 0.1 0.29
H -0.619114 -0.553647 -0.384502 -0.2 0.0 -0.1 0.59
H 0.123960 1.068736 1.320352 -0.1 0.1 -0.2 0.50
H 1.863515 0.865241 -1.008212 0.0 0.0 -0.1 0.50
H 2.835690 -1.447857 -1.916016 0.1 0.0 -0.1 0.40
H 2.004304 -3.347652 -3.265346 0.0 0.0 -0.1 0.40
H 0.372627 -4.920418 -2.299498 0.0 -0.1 0.0 0.40
H -0.428107 -4.613168 0.012118 -0.1 0.0 0.0 0.42
H 0.418529 -2.698626 1.360437 -0.1 0.0 0.1 0.48
H 4.219433 -2.528234 0.675110 0.1 -0.1 0.0 0.40
H 6.694721 -2.406214 0.619207 0.0 -0.1 0.0 0.39
H 7.811287 -0.209553 0.548316 0.1 0.0 0.0 0.38
H 6.472458 1.859800 0.552004 0.0 0.1 0.0 0.40
H 3.994085 1.724463 0.613662 0.0 0.1 0.0 0.42
H -1.261934 2.967239 1.684268 -0.1 -0.1 0.1 0.48
H -1.624985 5.382117 1.379283 0.0 0.0 0.1 0.42
H -0.411037 6.599322 -0.392971 0.0 0.1 0.0 0.39
H 1.168221 5.384216 -1.847661 0.0 0.0 -0.1 0.40
H 1.523135 2.981446 -1.551531 0.1 -0.1 -0.1 0.35
```
Forces are in eV/Å.